# C10H18OS

2 unconnected molecules or ions with the total composition C10H18OS at a distorted geometry (ωB97M-V/def2-TZVPD, the Open Molecules 2025 dataset).

Computed properties:
ΔE to the lowest compared entry with this formula, charge and spin = 3.136 eV
HOMO-LUMO gap (alpha / beta) = 6.8664 / 7.5485 eV
strongest force on any atom = 1.64 eV/Å
E_HOMO (alpha / beta) = -0.2684 / -0.2824 Eh
lowest unoccupied orbital energy (alpha / beta) = -0.4 / -0.1 eV

Geometry as ORCA input:
```
! wB97M-V def2-TZVPD RIJCOSX def2/J DEFGRID3
* xyz 0 1
C -1.580 0.519 0.790
C 1.607 -0.842 -0.104
C -1.471 -0.582 -1.428
C -3.659 -0.119 -0.246
C -2.058 -1.860 0.661
C 1.599 1.610 -0.332
C 2.681 0.458 1.621
C 3.726 0.308 -0.665
C -2.186 -0.523 -0.080
C 2.404 0.383 0.110
O -1.744 0.848 1.918
S 1.977 -2.381 -0.023
H -1.568 0.366 -1.953
H -0.410 -0.783 -1.268
H -1.891 -1.370 -2.046
H -4.176 -0.870 -0.840
H -3.738 0.841 -0.752
H -4.144 -0.042 0.724
H -2.529 -2.647 0.076
H -1.010 -2.113 0.803
H -2.542 -1.805 1.635
H 2.146 2.522 -0.106
H 0.639 1.635 0.185
H 1.411 1.573 -1.403
H 3.256 -0.408 1.944
H 1.746 0.484 2.178
H 3.247 1.361 1.844
H 4.315 1.204 -0.481
H 3.536 0.229 -1.735
H 4.300 -0.562 -0.353
*
```

natural (NBO) atomic charge list, values in e, 8 entries:
1 C 0.5582
2 C -0.0753
3 C -0.5980
4 C -0.5934
5 C -0.6002
6 C -0.5978
7 C -0.5838
8 C -0.5897

# C2H6OS2

A molecular structure, C2H6OS2 at a distorted geometry (ωB97M-V/def2-TZVPD, the Open Molecules 2025 dataset).

Computed properties:
ΔE to the lowest compared entry with this formula, charge and spin = 1.406 eV
HOMO-LUMO gap (alpha / beta) = 7.0243 / 7.7644 eV
strongest force on any atom = 4.02 eV/Å
E_HOMO (alpha / beta) = -0.2298 / -0.3492 Eh
lowest unoccupied orbital energy (alpha / beta) = 0.8 / -1.7 eV

Geometry as ORCA input:
```
! wB97M-V def2-TZVPD RIJCOSX def2/J DEFGRID3
* xyz 0 3
C -0.030 0.997 -1.487
C -0.692 -1.126 0.961
O 1.828 0.349 0.317
S -0.442 -0.120 2.365
S 0.930 -0.333 -0.629
H -0.511 0.533 -2.373
H 0.598 1.734 -1.978
H -0.821 1.393 -0.831
H -1.604 -1.204 0.369
H -0.133 -2.041 0.902
H 0.878 -0.183 2.384
*
```

natural (NBO) atomic charge list, values in e, 8 entries:
1 C -0.8438
2 C -0.6562
3 O -0.8153
4 S 0.0766
5 S 0.9915
6 H 0.2272
7 H 0.2420
8 H 0.2343

# C22H53AgCl8F2N2O9S2

A molecular structure, C22H53AgCl8F2N2O9S2 at a distorted geometry (ωB97M-V/def2-TZVPD, the Open Molecules 2025 dataset).

Computed properties:
HOMO-LUMO gap (alpha / beta) = 8.9992 / 2.9971 eV
strongest force on any atom = 3.51 eV/Å
E_HOMO (alpha / beta) = -0.4282 / -0.4282 Eh
lowest unoccupied orbital energy (alpha / beta) = -2.7 / -8.7 eV

Geometry as ORCA input:
```
! wB97M-V def2-TZVPD RIJCOSX def2/J DEFGRID3
* xyz 1 2
Ag -0.675 -0.555 -3.323
N 0.013 0.115 -1.354
S -0.613 -0.038 0.144
O -1.009 1.169 0.790
O -0.070 -1.102 0.907
F -2.041 -0.680 -0.280
S 1.481 0.765 -0.934
O 2.382 -0.241 -0.494
O 1.488 2.044 -0.340
F 1.988 1.025 -2.415
Cl -1.682 2.636 5.462
C -0.491 1.681 4.535
C -0.514 0.231 4.943
Cl -1.871 -0.622 4.182
H 0.519 2.056 4.702
H -0.690 1.848 3.479
H -0.608 0.123 6.023
H 0.440 -0.258 4.743
Cl 5.971 -2.424 -1.031
C 5.383 -1.077 -2.047
C 5.611 0.275 -1.395
Cl 7.345 0.636 -1.210
H 4.311 -1.187 -2.202
H 5.927 -1.144 -2.984
H 5.115 0.308 -0.432
H 5.212 1.052 -2.046
Cl -2.942 3.368 -1.059
C -1.753 4.227 -0.072
C -2.180 4.326 1.376
Cl -1.019 5.286 2.318
H -1.575 5.219 -0.487
H -0.770 3.755 -0.119
H -2.177 3.327 1.815
H -3.164 4.771 1.511
Cl 2.449 0.918 2.616
C 3.419 -0.434 3.233
C 3.939 -1.308 2.111
Cl 4.409 -2.902 2.694
H 2.839 -1.051 3.922
H 4.227 -0.031 3.840
H 4.805 -0.821 1.656
H 3.249 -1.393 1.277
C 0.167 -4.635 -3.792
C -0.288 -3.842 -2.579
C 0.845 -3.217 -1.798
O -1.247 -2.822 -2.975
H -0.663 -5.265 -4.128
H 0.920 -5.355 -3.473
H 0.465 -3.980 -4.607
H -0.822 -4.519 -1.902
H 0.486 -2.607 -0.970
H 1.381 -2.521 -2.463
H 1.560 -3.965 -1.469
H -1.980 -3.267 -3.411
C -0.835 -6.113 2.795
C 0.108 -4.916 2.720
C -0.667 -3.634 2.862
O 1.070 -4.959 3.760
H -1.382 -6.269 1.864
H -1.532 -5.987 3.627
H -0.308 -7.047 3.010
H 0.620 -4.890 1.748
H -1.067 -3.561 3.877
H -1.512 -3.597 2.172
H -0.028 -2.778 2.650
H 1.595 -5.762 3.692
C 3.183 3.759 -2.783
C 3.578 3.179 -4.142
C 3.306 4.187 -5.250
O 4.956 2.802 -4.125
H 3.343 2.971 -2.053
H 2.153 4.109 -2.760
H 3.872 4.588 -2.600
H 3.039 2.260 -4.380
H 3.816 5.136 -5.055
H 2.243 4.437 -5.315
H 3.626 3.815 -6.222
H 5.454 3.536 -3.750
C -5.647 2.625 2.679
C -4.968 1.297 2.989
C -4.038 0.811 1.886
O -4.326 1.444 4.203
H -4.897 3.415 2.720
H -6.514 2.865 3.289
H -5.993 2.610 1.644
H -5.794 0.554 3.185
H -3.267 1.556 1.699
H -4.582 0.589 0.968
H -3.582 -0.160 2.090
H -3.620 0.753 4.366
O -2.801 0.062 -3.085
C -3.907 0.578 -3.058
N -4.692 0.384 -1.964
C -4.404 1.490 -4.143
H -4.208 -0.198 -1.294
H -5.399 1.051 -1.716
H -3.853 1.239 -5.047
H -4.184 2.525 -3.884
H -5.461 1.345 -4.356
*
```

Löwdin atomic charge list, values in e, 8 entries:
1 Ag 0.7809
2 N -0.3486
3 S 0.4646
4 O -0.2914
5 O -0.2655
6 F -0.2052
7 S 0.4553
8 O -0.2795

# CH8NO3

3 unconnected molecules or ions with the total composition CH8NO3 at a distorted geometry (ωB97M-V/def2-TZVPD, the Open Molecules 2025 dataset).

Computed properties:
ΔE to the lowest compared entry with this formula, charge and spin = 0.594 eV
HOMO-LUMO gap = 7.8954 eV
strongest force on any atom = 1.74 eV/Å
E_HOMO = -0.1231 Eh
lowest unoccupied orbital energy = 4.5 eV

Geometry as ORCA input:
```
! wB97M-V def2-TZVPD RIJCOSX def2/J DEFGRID3
* xyz -1 1
N -0.650 0.039 2.225
C 0.224 -0.451 1.131
O -0.338 -0.620 -0.091
H -1.607 0.205 1.938
H -0.682 -0.494 3.073
H 1.135 0.171 1.097
H 0.613 -1.439 1.488
H 0.532 0.155 -2.746
H 0.746 -1.257 -2.222
O 0.502 -0.769 -3.006
H -0.141 0.685 -0.857
H -0.522 2.162 -0.820
O 0.188 1.613 -1.209
*
```

natural (NBO) atomic charge list, values in e, 8 entries:
1 N -0.9213
2 C 0.1313
3 O -0.9316
4 H 0.3496
5 H 0.3343
6 H 0.0918
7 H 0.0616
8 H 0.4927

# CH4N2S2

CH4N2S2 in the gas phase at a distorted geometry (ωB97M-V/def2-TZVPD, the Open Molecules 2025 dataset).

Computed properties:
ΔE to the lowest compared entry with this formula, charge and spin = 3.036 eV
SMILES string = S/N=C/NS
HOMO-LUMO gap = 9.2181 eV
strongest force on any atom = 8.08 eV/Å
E_HOMO = -0.3205 Eh
lowest unoccupied orbital energy = 0.5 eV

Geometry as ORCA input:
```
! wB97M-V def2-TZVPD RIJCOSX def2/J DEFGRID3
* xyz 0 1
S -2.762 -0.413 -0.153
N -1.171 0.310 0.247
C -0.095 -0.383 0.034
N 1.076 0.299 -0.315
S 2.450 -0.358 -0.153
H -3.361 0.973 -0.229
H -0.011 -1.479 -0.306
H 0.911 1.459 -0.379
H 2.963 -0.408 1.254
*
```

natural (NBO) atomic charge list, values in e, 8 entries:
1 S 0.1110
2 N -0.5947
3 C 0.2422
4 N -0.8189
5 S 0.2585
6 H 0.1577
7 H 0.1750
8 H 0.4103

# C30H27BrHfN10O4S2

A molecular structure, C30H27BrHfN10O4S2 at a distorted geometry (ωB97M-V/def2-TZVPD, the Open Molecules 2025 dataset).

Computed properties:
ΔE to the lowest compared entry with this formula, charge and spin = 3.174 eV
HOMO-LUMO gap (alpha / beta) = 3.8000 / 3.7914 eV
strongest force on any atom = 4.95 eV/Å
E_HOMO (alpha / beta) = -0.1918 / -0.1917 Eh
lowest unoccupied orbital energy (alpha / beta) = -1.4 / -1.4 eV

Geometry as ORCA input:
```
! wB97M-V def2-TZVPD RIJCOSX def2/J DEFGRID3
* xyz 0 1
Hf -0.536 0.563 -0.544
C -2.100 -2.040 -3.834
C -1.711 -1.448 -2.577
N -0.989 -0.307 -2.536
N -0.476 0.162 -3.686
C -0.417 1.490 -3.858
N -0.033 1.843 -5.075
S -1.132 2.482 -2.594
C -2.148 -1.913 -1.234
C -2.622 -3.202 -0.924
C -3.338 -3.387 0.279
C -3.720 -2.303 1.079
C -3.178 -1.069 0.725
N -2.324 -0.910 -0.297
H -2.591 -2.952 -3.569
H -1.211 -2.199 -4.460
H -2.812 -1.362 -4.394
H -0.405 -0.440 -4.516
H 0.507 1.193 -5.644
H -0.094 2.804 -5.398
H -2.520 -4.018 -1.616
H -3.551 -4.431 0.547
H -4.319 -2.406 1.999
H -3.373 -0.172 1.330
N 3.679 1.775 5.874
C 2.976 1.210 4.867
C 2.029 2.041 4.135
C 1.066 1.388 3.389
C 1.161 0.025 3.167
C 2.112 -0.785 3.842
C 3.048 -0.165 4.585
S -0.118 -0.777 2.232
O -0.594 -1.944 2.897
O -0.992 0.326 1.771
N 0.535 -1.124 0.750
C 1.296 -2.301 0.517
N 1.307 -2.726 -0.750
C 2.056 -3.774 -1.027
C 2.812 -4.385 -0.007
C 2.608 -3.950 1.293
N 1.887 -2.909 1.585
H 3.592 2.751 6.080
H 4.369 1.263 6.430
H 2.158 3.144 4.183
H 0.238 2.013 3.034
H 2.042 -1.858 3.674
H 3.868 -0.717 5.037
H 2.008 -4.110 -2.078
H 3.483 -5.201 -0.270
H 3.112 -4.455 2.108
Br -5.020 0.862 -2.524
C -4.647 1.738 -0.937
C -5.793 2.064 -0.187
C -5.624 2.858 0.937
C -4.328 3.215 1.324
C -3.243 2.694 0.567
N -3.406 2.058 -0.591
C -1.822 2.957 1.032
O -1.586 3.722 1.958
O -0.906 2.409 0.243
H -6.760 1.672 -0.446
H -6.450 3.156 1.614
H -4.141 3.982 2.100
N 1.370 0.817 -0.958
C 2.561 1.046 -1.364
C 3.319 2.256 -0.970
C 4.608 2.482 -1.369
C 5.259 1.589 -2.207
C 4.616 0.370 -2.555
C 3.289 0.136 -2.226
H 2.788 3.092 -0.502
H 5.093 3.394 -1.023
H 6.262 1.813 -2.647
H 5.149 -0.341 -3.191
H 2.765 -0.769 -2.603
*
```

Löwdin atomic charge list, values in e, 8 entries:
1 Hf 1.4296
2 C -0.0091
3 C -0.2268
4 N -0.0925
5 N -0.0289
6 C -0.7611
7 N 0.1219
8 S 0.6924